Here is C35H51As2N2O13PSSiTe2Ti as an isolated structure in a non-equilibrium geometry from OMol25. Energies are from the ωB97M-V functional and the def2-TZVPD basis.

The spin multiplicity is 3. Its total energy is -254099.6389 eV. The total charge is -2. The calculation puts the orbital gap (spin up / spin down) at 4.802 / 5.653 eV. Its expectation value of S² is 2.014.

CARTESIAN COORDINATES (ANGSTROEM)
Ti1 -0.012 -0.316 0.414
C1 -3.943 5.474 -0.174
Si1 -3.647 3.581 0.002
C2 -4.683 3.024 1.516
C3 -4.184 2.755 -1.625
C4 -1.829 3.312 0.409
C5 -0.894 4.297 0.680
C6 0.421 3.950 0.985
C7 0.779 2.622 0.957
N1 -0.091 1.650 0.661
C8 -1.384 1.985 0.435
S1 -2.435 0.639 0.320
H1 -4.952 5.669 -0.522
H2 -3.261 5.917 -0.891
H3 -3.822 5.994 0.772
H4 -5.749 3.100 1.324
H5 -4.462 3.625 2.394
H6 -4.454 1.992 1.758
H7 -5.096 3.187 -2.030
H8 -4.353 1.696 -1.449
H9 -3.405 2.818 -2.387
H10 -1.189 5.336 0.683
H11 1.158 4.702 1.224
H12 1.779 2.300 1.221
C9 -3.947 -3.320 -0.790
O1 -3.192 -2.332 -1.453
C10 -1.973 -2.804 -1.943
O2 -1.842 -3.962 -2.353
C11 -1.086 -1.600 -2.086
C12 0.348 -1.935 -2.339
As1 0.801 -2.455 -4.188
C13 -0.897 -3.160 -4.933
C14 0.500 -0.612 -4.762
C15 -0.563 0.190 -4.296
As2 -1.607 0.211 -2.606
C16 -3.342 -0.294 -3.473
C17 -1.056 1.337 -4.965
O3 -1.800 2.167 -4.398
O4 -0.815 1.464 -6.303
C18 -1.290 2.663 -6.858
C19 1.380 -0.224 -5.803
O5 1.715 0.865 -6.235
O6 1.983 -1.392 -6.371
C20 2.778 -1.130 -7.496
C21 1.202 -0.821 -1.833
O7 0.763 0.263 -1.336
O8 2.529 -1.033 -1.603
C22 3.243 -2.113 -2.148
H13 -4.990 -3.012 -0.845
H14 -3.628 -3.402 0.255
H15 -3.801 -4.281 -1.297
H16 -1.159 -4.124 -4.503
H17 -0.744 -3.264 -6.011
H18 -1.711 -2.457 -4.760
H19 -3.296 -1.260 -3.976
H20 -3.596 0.480 -4.197
H21 -4.126 -0.339 -2.718
H22 -1.018 2.649 -7.913
H23 -0.833 3.521 -6.359
H24 -2.378 2.740 -6.745
H25 3.212 -2.079 -7.810
H26 3.566 -0.411 -7.252
H27 2.166 -0.711 -8.302
H28 4.178 -2.130 -1.583
H29 3.459 -1.930 -3.210
H30 2.715 -3.067 -2.034
C23 1.356 -1.229 8.841
C24 1.014 -1.003 7.395
C25 0.792 -2.052 6.519
C26 0.344 -1.828 5.225
C27 0.129 -2.995 4.309
C28 0.089 -0.531 4.771
Te1 -1.059 -0.170 2.964
C29 0.437 0.532 5.614
C30 0.349 1.947 5.127
C31 0.874 0.288 6.905
H31 1.574 -2.277 9.034
H32 0.512 -0.936 9.468
H33 2.216 -0.632 9.142
H34 0.959 -3.071 6.853
H35 0.571 -3.903 4.719
H36 0.569 -2.783 3.333
H37 -0.939 -3.153 4.154
H38 0.731 1.995 4.108
H39 0.921 2.618 5.769
H40 -0.688 2.279 5.100
H41 1.095 1.123 7.560
C32 3.920 2.234 3.280
C33 3.971 0.724 3.102
O9 2.801 0.216 2.510
P1 2.861 -0.272 0.929
O10 1.548 -1.047 0.931
Te2 3.932 1.335 -0.395
O11 4.018 -1.446 1.002
C34 3.775 -2.593 1.792
C35 3.178 -3.733 0.980
H42 4.796 2.564 3.839
H43 3.014 2.514 3.816
H44 3.926 2.719 2.302
H45 4.064 0.231 4.078
H46 4.840 0.456 2.482
H47 3.103 -2.335 2.620
H48 4.751 -2.877 2.210
H49 2.223 -3.415 0.558
H50 3.012 -4.596 1.624
H51 3.847 -4.019 0.167
O12 0.354 -2.870 -1.187
N2 -0.926 -2.347 -0.800
O13 -0.995 -1.862 0.407


Here is C35H51NP2V as an isolated structure in a non-equilibrium geometry from OMol25. Energies are from the ωB97M-V functional and the def2-TZVPD basis.

The spin multiplicity is 3. Its total energy is -82864.2744 eV. The total charge is +1. The calculation puts the orbital gap (spin up / spin down) at 3.151 / 3.621 eV. Its expectation value of S² is 2.055.

CARTESIAN COORDINATES (ANGSTROEM)
V1 -1.697 0.308 0.595
C1 -1.867 0.500 2.751
C2 -3.033 -0.159 2.225
C3 -1.175 -1.485 1.779
C4 -0.720 -0.294 2.436
C5 -2.604 -1.403 1.652
C6 -1.834 1.703 3.637
H1 -2.752 2.296 3.547
H2 -0.968 2.331 3.430
H3 -1.754 1.371 4.683
C7 0.682 -0.071 2.907
H4 0.901 0.992 3.067
H5 1.399 -0.496 2.197
H6 0.831 -0.597 3.865
C8 -0.293 -2.655 1.485
H7 -0.252 -3.311 2.375
H8 0.739 -2.335 1.284
H9 -0.669 -3.252 0.640
C9 -3.489 -2.536 1.244
H10 -3.725 -3.135 2.144
H11 -3.000 -3.206 0.531
H12 -4.441 -2.175 0.826
C10 -4.456 0.258 2.416
H13 -4.920 -0.411 3.159
H14 -5.032 0.181 1.482
H15 -4.523 1.285 2.787
C11 -0.062 3.196 -2.442
C12 -0.826 3.947 -1.639
C13 -2.176 4.491 -2.039
C14 -3.095 3.477 -2.767
C15 -2.846 2.025 -2.452
C16 -2.167 1.213 -3.297
C17 -1.013 1.591 -4.192
C18 -0.343 2.948 -3.890
H16 -2.036 5.378 -2.691
H17 -3.012 3.638 -3.859
H18 -2.699 4.853 -1.150
H19 -0.961 3.762 -4.293
H20 0.937 2.841 -2.147
H21 -0.391 4.440 -0.757
H22 0.628 2.971 -4.429
H23 -0.241 0.800 -4.150
H24 -2.589 0.257 -3.608
H25 -1.335 1.613 -5.246
H26 -4.142 3.710 -2.488
H27 -3.528 1.631 -1.693
P1 0.124 1.730 0.316
C19 1.546 2.829 0.382
C20 -1.557 2.576 0.451
P2 -1.029 -1.179 -1.156
C21 -0.080 0.597 -1.214
C22 -2.781 -1.283 -1.701
C23 -0.166 -2.253 -2.326
H28 2.477 2.231 0.324
H29 1.540 3.332 1.368
H30 1.552 3.589 -0.412
H31 -2.107 2.707 -0.478
H32 -1.389 3.548 0.933
H33 -2.253 2.039 1.140
H34 0.210 -1.664 -3.176
H35 -0.863 -3.026 -2.685
H36 0.675 -2.740 -1.815
H37 0.934 0.342 -1.555
H38 -0.534 1.190 -2.002
H39 -3.242 -2.186 -1.272
H40 -2.813 -1.384 -2.792
H41 -3.397 -0.416 -1.391
C24 3.364 -2.033 -2.827
C25 3.191 -0.798 -2.194
C26 3.028 -0.739 -0.816
C27 3.066 -1.925 -0.040
C28 3.234 -3.166 -0.694
C29 3.379 -3.216 -2.077
N1 2.887 -1.852 1.329
C30 3.857 -2.216 2.201
C31 3.510 -2.725 3.488
C32 4.493 -3.126 4.378
C33 5.849 -2.995 4.049
C34 6.219 -2.472 2.800
C35 5.245 -2.092 1.887
H42 3.478 -2.080 -3.914
H43 3.195 0.119 -2.784
H44 2.904 0.207 -0.284
H45 3.258 -4.063 -0.072
H46 3.514 -4.184 -2.566
H47 2.442 -2.806 3.723
H48 4.193 -3.543 5.338
H49 6.607 -3.310 4.775
H50 7.274 -2.361 2.540
H51 5.517 -1.689 0.908


Here is C35H52BrClN4OPtSi2 as an isolated structure from OMol25. Energies are from the ωB97M-V functional and the def2-TZVPD basis.

Its total energy is -146716.1220 eV. The calculation puts the orbital gap at 7.888 eV.

CARTESIAN COORDINATES (ANGSTROEM)
Pt1 -0.237 -0.338 -0.280
C1 0.634 6.268 -3.241
C2 0.733 5.151 -2.242
C3 1.618 5.203 -1.166
C4 1.712 4.137 -0.292
C5 0.886 3.053 -0.547
Br1 1.073 1.536 0.616
N1 0.031 2.969 -1.525
C6 -0.039 4.006 -2.363
H1 0.684 7.240 -2.751
H2 -0.301 6.214 -3.798
H3 1.453 6.216 -3.960
H4 2.241 6.076 -1.018
H5 2.399 4.136 0.542
H6 -0.746 3.907 -3.181
C7 -6.909 -4.653 -0.659
C8 -7.022 -3.178 -1.073
C9 -8.108 -2.542 -0.202
C10 -7.476 -3.150 -2.541
C11 -5.642 -2.466 -0.846
O1 -5.081 -2.975 0.366
C12 -5.721 -0.938 -0.653
C13 -6.280 0.011 -1.726
C14 -5.303 0.404 -2.807
C15 -5.382 -0.096 -4.102
C16 -4.463 0.275 -5.075
C17 -3.452 1.162 -4.748
Cl1 -2.318 1.653 -5.966
C18 -3.348 1.677 -3.465
C19 -4.279 1.303 -2.510
C20 -4.669 -2.898 -1.969
N2 -3.282 -2.699 -1.597
C21 -2.628 -1.553 -1.481
N3 -1.446 -1.790 -0.937
C22 -1.424 -3.136 -0.741
N4 -2.532 -3.719 -1.122
H7 -7.847 -5.160 -0.893
H8 -6.716 -4.749 0.406
H9 -6.112 -5.179 -1.187
H10 -9.016 -3.145 -0.258
H11 -8.364 -1.531 -0.521
H12 -7.800 -2.508 0.845
H13 -8.461 -3.614 -2.613
H14 -6.808 -3.720 -3.189
H15 -7.564 -2.143 -2.946
H16 -4.936 -2.247 0.981
H17 -4.723 -0.587 -0.367
H18 -6.325 -0.795 0.248
H19 -6.566 0.924 -1.197
H20 -7.196 -0.377 -2.166
H21 -6.180 -0.782 -4.366
H22 -4.536 -0.111 -6.082
H23 -2.545 2.359 -3.218
H24 -4.198 1.705 -1.507
H25 -4.861 -2.356 -2.892
H26 -4.763 -3.963 -2.158
H27 -2.995 -0.591 -1.793
H28 -0.585 -3.656 -0.312
C23 0.285 0.307 -3.695
Si1 1.835 -0.384 -2.877
C24 2.607 -1.514 -4.175
C25 3.071 1.013 -2.598
C26 1.397 -1.299 -1.326
Si2 2.734 -1.968 -0.239
C27 2.013 -3.279 0.912
C28 4.116 -2.817 -1.204
C29 3.596 -0.711 0.870
H29 0.519 0.838 -4.623
H30 -0.246 0.986 -3.026
H31 -0.394 -0.514 -3.950
H32 2.768 -0.972 -5.112
H33 1.945 -2.357 -4.392
H34 3.567 -1.923 -3.855
H35 3.268 1.539 -3.537
H36 4.024 0.614 -2.240
H37 2.729 1.750 -1.870
H38 0.953 -2.227 -1.735
H39 1.661 -4.150 0.351
H40 1.172 -2.878 1.485
H41 2.763 -3.636 1.622
H42 3.720 -3.564 -1.897
H43 4.803 -3.323 -0.521
H44 4.699 -2.100 -1.788
H45 2.961 -0.384 1.696
H46 3.924 0.176 0.323
H47 4.481 -1.181 1.308
C30 -4.235 1.185 2.150
C31 -3.715 -0.091 2.329
C32 -2.576 -0.486 1.637
C33 -1.893 0.370 0.757
C34 -2.434 1.654 0.614
C35 -3.586 2.056 1.287
H48 -5.121 1.500 2.687
H49 -4.190 -0.777 3.024
H50 -2.204 -1.495 1.793
H51 -1.948 2.362 -0.050
H52 -3.972 3.059 1.141


Here is a 3-piece molecular cluster, C35H52ClF4NO12S2 overall in a non-equilibrium geometry from OMol25. Energies are from the ωB97M-V functional and the def2-TZVPD basis.

Its total energy is -108257.6344 eV. The SMILES is CCC[C@@]1([C@H](Cl)CC)[C@@](C)(C(F)(F)F)[C@@](CCCCS(=O)(=O)O)(OC(=O)c2ccccc2)S(=O)(=O)O[C@@]1(F)N(C(C)=O)C(C)=O.C1CCOC1.C1CCOC1. The calculation puts the orbital gap at 9.667 eV.

CARTESIAN COORDINATES (ANGSTROEM)
C1 1.860 3.833 1.202
C2 2.592 3.077 0.078
C3 1.754 2.658 -1.144
C4 1.072 1.260 -1.277
C5 1.705 0.232 -0.276
Cl1 1.323 0.487 1.488
C6 3.226 -0.072 -0.261
C7 4.251 0.624 -1.162
C8 1.320 0.615 -2.718
F1 2.162 -0.486 -2.615
N1 1.797 1.469 -3.768
C9 3.227 1.643 -4.028
C10 4.137 0.549 -4.529
O1 3.662 2.752 -3.965
C11 1.213 1.187 -5.099
C12 0.184 2.119 -5.653
O2 1.609 0.279 -5.753
O3 0.151 0.008 -3.288
S1 -0.832 -0.899 -2.419
O4 -1.880 -1.233 -3.327
O5 -0.205 -2.052 -1.854
C13 -1.419 0.192 -1.073
C14 -1.416 -0.726 0.186
C15 -2.267 -0.306 1.406
C16 -1.551 -0.418 2.778
C17 -1.311 0.929 3.476
S2 -2.103 1.056 5.067
O6 -3.290 1.832 4.894
O7 -2.231 -0.201 5.718
O8 -1.065 1.894 5.937
O9 -2.754 0.650 -1.173
C18 -3.802 -0.108 -1.708
O10 -4.252 0.209 -2.749
C19 -4.445 -1.220 -0.950
C20 -4.160 -2.540 -1.316
C21 -4.731 -3.604 -0.613
C22 -5.576 -3.309 0.459
C23 -5.878 -1.991 0.811
C24 -5.306 -0.925 0.111
C25 -0.528 1.497 -1.115
C26 -0.881 2.292 0.140
C27 -1.107 2.393 -2.281
F2 -1.776 1.693 -3.214
F3 -1.977 3.309 -1.841
F4 -0.167 3.070 -2.957
H1 2.607 4.310 1.827
H2 1.216 4.590 0.756
H3 1.241 3.182 1.810
H4 3.201 2.321 0.566
H5 3.303 3.819 -0.285
H6 2.400 2.806 -2.001
H7 1.063 3.481 -1.267
H8 1.221 -0.718 -0.456
H9 3.618 -0.011 0.746
H10 3.327 -1.134 -0.471
H11 3.999 1.588 -1.583
H12 4.517 -0.031 -1.982
H13 5.183 0.761 -0.619
H14 3.676 -0.428 -4.543
H15 5.037 0.565 -3.928
H16 4.440 0.843 -5.529
H17 0.365 2.177 -6.722
H18 -0.807 1.702 -5.505
H19 0.246 3.117 -5.239
H20 -0.472 -1.137 0.518
H21 -1.926 -1.616 -0.179
H22 -2.679 0.694 1.349
H23 -3.118 -0.970 1.494
H24 -0.638 -0.995 2.701
H25 -2.184 -0.999 3.444
H26 -1.707 1.754 2.893
H27 -0.246 1.124 3.586
H28 -0.864 2.729 5.492
H29 -3.497 -2.707 -2.153
H30 -4.499 -4.615 -0.903
H31 -6.022 -4.120 1.018
H32 -6.534 -1.785 1.643
H33 -5.506 0.101 0.377
H34 -0.483 1.879 1.052
H35 -1.952 2.342 0.289
H36 -0.562 3.324 0.087
C28 3.729 1.666 7.823
C29 2.302 1.447 7.328
C30 2.308 2.232 6.025
O11 3.639 2.169 5.513
C31 4.515 1.651 6.519
H37 4.070 0.911 8.530
H38 3.812 2.644 8.302
H39 2.134 0.387 7.127
H40 1.536 1.785 8.023
H41 2.056 3.287 6.195
H42 1.618 1.825 5.285
H43 4.798 0.631 6.238
H44 5.418 2.261 6.559
C32 -0.437 -5.713 -2.620
C33 -1.240 -5.899 -3.905
C34 -2.616 -6.265 -3.364
O12 -2.747 -5.595 -2.107
C35 -1.471 -5.080 -1.703
H45 0.452 -5.096 -2.741
H46 -0.129 -6.686 -2.228
H47 -1.291 -4.955 -4.452
H48 -0.833 -6.658 -4.572
H49 -2.701 -7.344 -3.191
H50 -3.427 -5.955 -4.022
H51 -1.485 -3.996 -1.824
H52 -1.306 -5.312 -0.649


Here is C35H52DyOP3Sb as an isolated structure in a non-equilibrium geometry from OMol25. Energies are from the ωB97M-V functional and the def2-TZVPD basis.

The spin multiplicity is 6. Its total energy is -97647.5487 eV. The total charge is +3. The calculation puts the orbital gap (spin up / spin down) at 6.024 / 6.241 eV. Its expectation value of S² is 9.328.

CARTESIAN COORDINATES (ANGSTROEM)
Dy1 0.223 -0.300 -1.245
P1 0.655 -2.778 -2.276
P2 2.808 -0.222 -0.252
P3 -2.501 0.028 -1.698
H1 2.771 4.270 -1.605
C1 1.691 4.467 -1.588
C2 0.972 4.363 -0.461
H2 1.435 4.041 0.486
C3 1.317 -3.033 -3.956
C4 1.678 -3.934 -1.286
C5 -0.972 -3.620 -2.364
C6 3.468 1.304 0.500
C7 3.220 -1.441 1.049
C8 4.109 -0.552 -1.502
C9 -3.110 1.505 -0.791
C10 -3.418 -1.324 -0.860
C11 -3.435 0.182 -3.268
H3 1.224 4.758 -2.534
H4 -0.123 4.475 -0.481
H5 1.642 -4.080 -4.034
H6 2.179 -2.377 -4.143
H7 0.547 -2.829 -4.711
H8 1.668 -4.941 -1.728
H9 1.264 -3.981 -0.270
H10 2.714 -3.569 -1.230
H11 -0.828 -4.625 -2.785
H12 -1.657 -3.049 -3.007
H13 -1.421 -3.701 -1.364
H14 4.564 1.254 0.516
H15 3.100 1.426 1.527
H16 3.154 2.176 -0.089
H17 4.283 -1.701 0.978
H18 2.619 -2.348 0.910
H19 2.999 -1.042 2.047
H20 5.074 -0.631 -0.979
H21 4.142 0.289 -2.208
H22 3.914 -1.476 -2.065
H23 -4.108 1.747 -1.179
H24 -2.442 2.362 -0.965
H25 -3.167 1.327 0.292
H26 -4.484 -1.060 -0.862
H27 -3.086 -1.470 0.174
H28 -3.265 -2.263 -1.408
H29 -4.433 0.579 -3.027
H30 -3.540 -0.787 -3.775
H31 -2.924 0.877 -3.947
C12 0.706 0.932 -4.448
C13 1.147 0.210 -5.543
C14 0.537 0.491 -6.776
C15 -0.448 1.488 -6.849
C16 -0.796 2.257 -5.731
C17 -0.158 2.015 -4.500
O1 0.866 0.387 -3.132
H32 1.151 -0.600 -3.188
H33 1.929 -0.556 -5.434
H34 0.828 -0.067 -7.671
H35 -0.943 1.681 -7.807
H36 -1.549 3.040 -5.791
H37 -0.395 2.541 -3.578
C18 -1.471 4.090 5.178
C19 -0.802 4.394 3.987
C20 -0.523 3.381 3.051
C21 -0.866 2.058 3.340
C22 -1.499 1.746 4.547
C23 -1.831 2.768 5.457
Sb1 -0.183 0.454 1.991
C24 1.194 -0.178 3.598
C25 2.183 0.704 4.040
C26 3.043 0.332 5.084
C27 2.896 -0.913 5.711
C28 1.887 -1.780 5.284
C29 1.028 -1.412 4.236
C30 -1.847 -0.925 2.287
C31 -1.656 -2.299 2.083
C32 -2.714 -3.196 2.330
C33 -3.949 -2.712 2.784
C34 -4.143 -1.338 2.952
C35 -3.095 -0.441 2.688
H38 -1.710 4.883 5.894
H39 -0.497 5.420 3.779
H40 -0.030 3.635 2.110
H41 -1.749 0.717 4.808
H42 -2.359 2.515 6.374
H43 2.289 1.700 3.598
H44 3.824 1.019 5.408
H45 3.566 -1.202 6.525
H46 1.757 -2.752 5.765
H47 0.231 -2.091 3.937
H48 -0.698 -2.695 1.740
H49 -2.556 -4.262 2.189
H50 -4.756 -3.411 3.014
H51 -5.098 -0.951 3.310
H52 -3.262 0.629 2.834